Entry 1:
The following is a quantum chemistry calculation of a molecular structure, C37H38BMnN8S, from OMol25.

Computed properties:
2S+1: 4
HOMO energy (alpha / beta), eV: -10.3 / -9.6
⟨S²⟩: 3.799
Total charge: +1
Energy, eV: -93736.45376
Orbital gap (alpha / beta), eV: 7.5 / 6.7

Cartesian coordinates (Å):
Mn1 -0.031 -0.632 -0.220
C1 -5.573 -0.050 -1.847
C2 -4.643 -0.371 -0.728
C3 -4.902 -0.255 0.622
C4 -3.737 -0.658 1.276
N1 -2.844 -0.998 0.345
N2 -3.378 -0.828 -0.897
B1 -2.521 -0.547 -2.192
N3 -1.829 0.837 -2.093
N4 -0.817 1.134 -1.212
C5 -0.406 2.370 -1.509
C6 -1.156 2.882 -2.573
C7 -2.034 1.882 -2.921
C8 -3.019 1.882 -4.041
C9 0.734 3.038 -0.852
C10 1.203 4.245 -1.376
C11 2.302 4.886 -0.834
C12 2.966 4.325 0.248
C13 2.501 3.135 0.782
C14 1.389 2.499 0.249
N5 -1.474 -1.614 -2.547
N6 -0.251 -1.550 -1.982
C15 0.549 -2.388 -2.618
C16 -0.171 -3.051 -3.623
C17 -1.447 -2.516 -3.557
C18 -2.633 -2.801 -4.411
C19 1.953 -2.417 -2.179
C20 2.699 -3.590 -2.133
C21 4.011 -3.563 -1.686
C22 4.596 -2.366 -1.289
C23 3.862 -1.188 -1.345
C24 2.547 -1.215 -1.789
C25 -3.469 -0.742 2.719
C26 -4.410 -1.326 3.562
C27 -4.175 -1.384 4.926
C28 -3.002 -0.862 5.453
C29 -2.066 -0.272 4.615
C30 -2.300 -0.206 3.251
H1 -6.595 -0.089 -1.475
H2 -5.399 0.957 -2.227
H3 -5.474 -0.749 -2.674
H4 -5.812 0.087 1.081
H5 -3.315 -0.507 -3.079
H6 -1.074 3.839 -3.054
H7 -2.971 2.841 -4.554
H8 -2.797 1.097 -4.764
H9 -4.040 1.735 -3.696
H10 0.712 4.688 -2.231
H11 2.643 5.819 -1.262
H12 3.832 4.815 0.673
H13 3.009 2.702 1.634
H14 1.028 1.589 0.714
H15 0.191 -3.772 -4.335
H16 -2.415 -3.640 -5.069
H17 -3.507 -3.055 -3.813
H18 -2.891 -1.940 -5.030
H19 2.244 -4.526 -2.429
H20 4.585 -4.479 -1.651
H21 5.628 -2.350 -0.965
H22 4.324 -0.239 -1.095
H23 2.003 -0.280 -1.907
H24 -5.318 -1.746 3.148
H25 -4.905 -1.843 5.580
H26 -2.819 -0.915 6.518
H27 -1.146 0.136 5.012
H28 -1.568 0.261 2.605
C31 5.956 -0.323 1.686
C32 4.690 0.088 2.355
C33 4.583 0.999 3.370
C34 3.302 1.304 3.861
N7 2.199 0.726 3.394
C35 2.310 -0.186 2.432
S1 0.982 -1.118 1.880
N8 3.542 -0.472 1.916
C36 3.108 2.338 4.919
H29 6.816 0.039 2.242
H30 5.994 0.094 0.678
H31 6.018 -1.409 1.609
H32 5.465 1.476 3.770
H33 3.554 -1.172 1.179
H34 4.014 2.517 5.493
H35 2.294 2.042 5.576
H36 2.813 3.273 4.435
C37 -1.582 -1.731 0.494
H37 -1.527 -1.998 1.548
H38 -1.706 -2.649 -0.086

***

Entry 2:
The following is a quantum chemistry calculation of a molecular structure, C37H38F6N5O6PS3W, from OMol25.

Computed properties:
HOMO energy (alpha / beta), eV: -7.2 / -7.2
Energy, eV: -118647.74049
Orbital gap (alpha / beta), eV: 6.4 / 6.4

Cartesian coordinates (Å):
W1 -0.402 0.659 0.346
C1 -2.486 2.993 1.728
N1 -2.285 1.534 1.855
C2 -3.555 0.842 1.514
C3 -4.110 1.216 0.168
C4 -3.551 0.396 -0.957
N2 -2.066 0.180 -1.090
C5 -1.915 -0.416 -2.225
C6 -0.740 -0.899 -2.879
C7 -0.854 -1.584 -4.094
C8 0.271 -2.065 -4.723
C9 1.522 -1.855 -4.140
C10 1.652 -1.179 -2.943
C11 0.504 -0.707 -2.307
O1 0.585 -0.051 -1.147
C12 -2.130 1.227 3.309
C13 -0.955 1.853 4.033
C14 0.395 1.664 3.373
N3 0.361 2.073 1.959
C15 0.855 3.231 1.719
C16 0.889 3.923 0.461
C17 1.692 5.070 0.346
C18 1.734 5.790 -0.823
C19 0.933 5.381 -1.896
C20 0.116 4.277 -1.798
C21 0.091 3.513 -0.620
O2 -0.695 2.461 -0.556
H1 -3.447 3.276 2.172
H2 -2.459 3.298 0.688
H3 -1.699 3.526 2.249
H4 -4.284 1.097 2.290
H5 -3.373 -0.235 1.567
H6 -4.038 2.286 -0.017
H7 -5.177 0.984 0.177
H8 -3.884 0.843 -1.894
H9 -3.980 -0.601 -0.881
H10 -2.820 -0.607 -2.798
H11 -1.839 -1.745 -4.516
H12 0.188 -2.608 -5.654
H13 2.411 -2.230 -4.631
H14 2.622 -1.016 -2.497
H15 -2.114 0.146 3.418
H16 -3.041 1.582 3.804
H17 -0.916 1.395 5.024
H18 -1.125 2.920 4.195
H19 0.714 0.628 3.441
H20 1.130 2.281 3.896
H21 1.308 3.769 2.556
H22 2.288 5.376 1.199
H23 2.364 6.663 -0.912
H24 0.950 5.946 -2.820
H25 -0.508 3.959 -2.623
S1 -0.216 -2.350 4.085
C22 -0.372 -1.436 2.782
N4 -0.494 -0.681 1.886
F1 -2.334 -5.723 0.770
C23 -1.801 -4.527 0.972
F2 -0.544 -4.694 1.397
F3 -2.490 -3.895 1.922
S2 -1.765 -3.519 -0.587
O3 -0.759 -2.522 -0.329
O4 -1.536 -4.467 -1.638
N5 -3.146 -2.758 -0.651
S3 -4.561 -3.397 -0.935
O5 -4.788 -4.669 -0.323
O6 -5.530 -2.346 -0.790
C24 -4.592 -3.736 -2.760
F4 -4.029 -4.893 -3.070
F5 -5.858 -3.754 -3.180
F6 -3.952 -2.758 -3.431
C25 3.236 1.172 2.106
P1 2.233 0.266 0.868
C26 2.550 -1.472 1.291
C27 3.166 -1.841 2.485
C28 3.383 -3.180 2.777
C29 2.988 -4.160 1.881
C30 2.365 -3.801 0.693
C31 2.143 -2.467 0.401
C32 3.306 0.567 -0.577
C33 3.051 1.644 -1.420
C34 3.886 1.907 -2.496
C35 4.983 1.092 -2.740
C36 5.248 0.022 -1.899
C37 4.415 -0.240 -0.819
H26 4.261 0.804 2.058
H27 2.865 1.058 3.121
H28 3.242 2.228 1.836
H29 3.473 -1.095 3.206
H30 3.850 -3.454 3.714
H31 3.150 -5.204 2.114
H32 2.028 -4.560 0.000
H33 1.626 -2.210 -0.511
H34 2.181 2.265 -1.257
H35 3.668 2.741 -3.151
H36 5.627 1.289 -3.587
H37 6.102 -0.618 -2.084
H38 4.620 -1.087 -0.177